(1)
The following is a DFT calculation (wB97M-V/def2-TZVPD) of a cluster of 10 separate species, C14H48N6O10 in total.

CARTESIAN COORDINATES (ANGSTROEM)
N 6.15 0.07 0.85
C 5.08 -0.40 0.39
N 5.20 -0.49 -0.92
O 3.94 -0.84 1.09
H 6.28 0.11 1.82
H 6.73 0.67 0.31
H 4.37 -0.90 -1.42
H 6.11 -0.77 -1.28
N 0.30 -2.70 -0.01
C -1.03 -2.77 -0.16
N -1.70 -3.85 0.14
O -1.64 -1.74 -0.82
H 0.76 -1.81 -0.27
H 0.88 -3.49 0.26
H -2.73 -3.76 0.05
H -1.41 -4.74 0.55
N 1.80 -0.45 -0.59
C 2.03 -0.73 -1.85
N 3.09 -1.54 -2.03
O 1.18 -0.22 -2.83
H 1.14 0.32 -0.43
H 2.56 -0.64 0.11
H 3.31 -1.82 -2.99
H 3.36 -2.25 -1.32
C -1.90 1.11 -3.14
C -3.19 1.68 -3.60
O -4.00 1.81 -2.45
H -1.57 1.71 -2.24
H -1.18 1.24 -3.93
H -1.94 0.03 -2.89
H -3.73 1.14 -4.37
H -2.96 2.68 -4.04
H -4.89 2.07 -2.64
C -2.62 3.98 -0.36
C -2.86 4.80 -1.55
O -2.08 5.95 -1.29
H -3.06 4.29 0.60
H -1.59 3.75 -0.17
H -3.09 3.03 -0.49
H -3.84 5.06 -1.64
H -2.48 4.43 -2.55
H -2.25 6.64 -1.93
C 1.80 -3.27 2.50
C 1.89 -4.77 2.34
O 1.59 -5.19 1.02
H 0.85 -2.84 2.43
H 2.39 -2.72 1.77
H 2.15 -2.86 3.44
H 1.19 -5.24 3.03
H 2.85 -5.11 2.64
H 1.52 -6.15 0.92
C 0.30 0.39 2.08
C -0.41 1.39 1.24
O -0.47 1.00 -0.09
H 0.15 0.63 3.11
H 1.39 0.30 1.95
H -0.07 -0.64 1.89
H 0.12 2.34 1.30
H -1.45 1.59 1.55
H -0.99 0.21 -0.16
C -4.49 0.81 0.79
O -3.51 0.45 -0.12
H -4.34 1.76 1.22
H -4.67 0.18 1.60
H -5.39 0.92 0.32
H -3.43 1.15 -0.77
C 2.90 2.46 -0.08
O 3.71 3.55 -0.38
H 1.85 2.78 0.00
H 3.09 2.21 0.96
H 3.04 1.63 -0.76
H 4.57 3.38 -0.68
C -2.61 -1.52 2.58
O -2.02 -2.75 2.81
H -3.62 -1.57 2.68
H -2.27 -1.22 1.63
H -2.28 -0.82 3.29
H -1.87 -3.16 1.95

Calculated values
2S+1	1
E	-44708.22379	eV
SMILES	NC(N)=O.NC(N)=O.NC(N)=O.CCO.CCO.CCO.CCO.CO.CO.CO
frontier orbital gap	8.856	eV
energy relative to the best compared isomer or geometry (same formula, charge and spin)	489.32	kJ/mol

Let us look at the Mulliken charges, expressed in e, one per atom: atom 1 (N): -0.401, atom 2 (C): 0.420, atom 3 (N): -0.470, atom 4 (O): -0.648, atom 5 (H): 0.260, atom 6 (H): 0.207, atom 7 (H): 0.277, atom 8 (H): 0.258, atom 9 (N): 0.188, atom 10 (C): 0.255, atom 11 (N): -0.479, atom 12 (O): -0.597, atom 13 (H): -0.298, atom 14 (H): 0.358, atom 15 (H): 0.350, atom 16 (H): 0.214, atom 17 (N): 1.949, atom 18 (C): 0.238, atom 19 (N): -0.376, atom 20 (O): -0.700, atom 21 (H): -0.546, atom 22 (H): -0.504, atom 23 (H): 0.272, atom 24 (H): 0.352, atom 25 (C): -0.195, atom 26 (C): -0.534, atom 27 (O): -0.403, atom 28 (H): -0.233, atom 29 (H): 0.490, atom 30 (H): 0.018, atom 31 (H): 0.365, atom 32 (H): 0.245, atom 33 (H): 0.221, atom 34 (C): -0.220, atom 35 (C): -0.291, atom 36 (O): -0.531, atom 37 (H): 0.454, atom 38 (H): 0.046, atom 39 (H): -0.153, atom 40 (H): 0.395, atom 41 (H): 0.106, atom 42 (H): 0.290, atom 43 (C): -0.530, atom 44 (C): -0.348, atom 45 (O): -0.566, atom 46 (H): -0.058, atom 47 (H): 0.154, atom 48 (H): 0.492, atom 49 (H): 0.318, atom 50 (H): 0.344, atom 51 (H): 0.281, atom 52 (C): -0.856, atom 53 (C): -0.377, atom 54 (O): -0.345, atom 55 (H): 0.641, atom 56 (H): 0.029, atom 57 (H): -0.200, atom 58 (H): 0.420, atom 59 (H): 0.338, atom 60 (H): -0.211, atom 61 (C): -1.014, atom 62 (O): -0.237, atom 63 (H): 0.373, atom 64 (H): 0.268, atom 65 (H): 0.500, atom 66 (H): -0.081, atom 67 (C): -0.139, atom 68 (O): -0.607, atom 69 (H): 0.115, atom 70 (H): 0.207, atom 71 (H): 0.115, atom 72 (H): 0.297, atom 73 (C): -0.463, atom 74 (O): -0.604, atom 75 (H): 0.547, atom 76 (H): -0.115, atom 77 (H): 0.370, atom 78 (H): 0.292

***

(2)
The following is a DFT calculation (wB97M-V/def2-TZVPD) of a cluster of 10 separate species, C14H48O10 in total.

CARTESIAN COORDINATES (ANGSTROEM)
C -1.75 4.19 0.59
O -0.50 4.53 0.99
H -1.88 4.05 -0.48
H -2.11 3.27 1.06
H -2.43 4.88 1.09
H -0.37 3.97 1.76
C -4.20 0.86 1.32
O -3.63 0.50 0.13
H -5.25 1.06 1.16
H -3.99 0.18 2.15
H -3.74 1.76 1.73
H -2.71 0.27 0.26
C 2.62 2.51 -0.93
O 2.03 1.97 -2.10
H 2.94 1.68 -0.30
H 3.39 3.26 -1.06
H 1.82 3.04 -0.42
H 1.88 2.75 -2.64
C -0.47 -1.52 -3.86
O 0.85 -2.12 -3.92
H -0.55 -0.74 -3.09
H -0.83 -1.20 -4.84
H -1.13 -2.35 -3.60
H 1.32 -1.81 -3.14
C 1.36 2.80 3.01
O -0.10 2.82 3.13
H 1.82 3.71 3.40
H 1.73 1.88 3.46
H 1.65 2.66 1.97
H -0.33 1.91 2.93
C -5.10 2.76 -1.99
O -3.79 2.21 -1.88
H -5.83 2.00 -2.24
H -5.38 3.36 -1.12
H -5.15 3.43 -2.85
H -3.69 1.65 -1.11
C -0.30 0.68 -0.30
O -0.84 0.61 0.99
H 0.78 0.81 -0.28
H -0.73 -0.10 -0.93
H -0.72 1.58 -0.75
H -0.30 -0.01 1.49
C 2.05 -1.50 3.37
O 0.78 -1.04 2.78
H 2.12 -2.59 3.39
H 2.91 -1.28 2.74
H 2.18 -1.17 4.40
H 0.17 -1.77 2.75
C 3.83 -1.48 -0.52
C 3.57 -0.87 -1.87
C 4.21 -1.59 -3.07
O 2.24 -0.70 -2.03
H 4.90 -1.46 -0.32
H 3.54 -2.52 -0.62
H 3.17 -1.16 0.29
H 4.05 0.10 -1.99
H 3.54 -1.47 -3.92
H 4.27 -2.64 -2.78
H 5.15 -1.29 -3.52
H 2.17 0.24 -2.16
C 0.22 -3.43 0.49
C -1.12 -3.41 1.08
C -1.67 -4.75 1.47
O -1.10 -2.78 2.37
H 0.68 -2.44 0.47
H 0.16 -3.87 -0.50
H 0.95 -4.06 0.99
H -1.79 -2.82 0.45
H -1.90 -5.25 0.53
H -2.62 -4.75 2.01
H -1.06 -5.32 2.16
H -1.96 -2.68 2.78

Calculated values
2S+1	2
E	-35757.46515	eV
<S²>	0.757
net charge	+1
frontier orbital gap (spin up / spin down)	9.171 / 2.055	eV
energy relative to the best compared isomer or geometry (same formula, charge and spin)	174.09	kJ/mol

Let us look at the Mulliken charges, expressed in e, one per atom: atom 1 (C): -0.190, atom 2 (O): -0.272, atom 3 (H): 0.349, atom 4 (H): -0.051, atom 5 (H): 0.396, atom 6 (H): 0.459, atom 7 (C): -0.613, atom 8 (O): -0.697, atom 9 (H): 0.342, atom 10 (H): 0.291, atom 11 (H): 0.124, atom 12 (H): 0.245, atom 13 (C): -0.449, atom 14 (O): -0.548, atom 15 (H): 0.226, atom 16 (H): 0.449, atom 17 (H): 0.034, atom 18 (H): 0.291, atom 19 (C): -0.411, atom 20 (O): -0.593, atom 21 (H): -0.067, atom 22 (H): 0.323, atom 23 (H): 0.281, atom 24 (H): 0.395, atom 25 (C): -0.358, atom 26 (O): -0.649, atom 27 (H): 0.340, atom 28 (H): 0.279, atom 29 (H): 0.017, atom 30 (H): 0.283, atom 31 (C): -0.637, atom 32 (O): -0.337, atom 33 (H): 0.302, atom 34 (H): 0.304, atom 35 (H): 0.287, atom 36 (H): 0.564, atom 37 (C): -0.516, atom 38 (O): -0.151, atom 39 (H): 0.096, atom 40 (H): 0.201, atom 41 (H): 0.404, atom 42 (H): 0.153, atom 43 (C): -0.892, atom 44 (O): -0.367, atom 45 (H): 0.371, atom 46 (H): 0.300, atom 47 (H): 0.312, atom 48 (H): 0.283, atom 49 (C): -1.171, atom 50 (C): 0.686, atom 51 (C): -1.481, atom 52 (O): -0.077, atom 53 (H): 0.398, atom 54 (H): 0.376, atom 55 (H): -0.007, atom 56 (H): 0.266, atom 57 (H): 0.343, atom 58 (H): 0.314, atom 59 (H): 0.322, atom 60 (H): 0.178, atom 61 (C): -1.150, atom 62 (C): 0.895, atom 63 (C): -1.505, atom 64 (O): -0.640, atom 65 (H): 0.084, atom 66 (H): 0.414, atom 67 (H): 0.358, atom 68 (H): 0.058, atom 69 (H): 0.384, atom 70 (H): 0.439, atom 71 (H): 0.336, atom 72 (H): 0.275

***

(3)
The following is a DFT calculation (wB97M-V/def2-TZVPD) of a cluster of 11 separate species, C14H50O11 in total.

CARTESIAN COORDINATES (ANGSTROEM)
C -1.62 0.68 -4.00
C -2.49 1.44 -4.97
O -1.73 1.76 -6.12
H -0.60 1.06 -3.94
H -1.49 -0.33 -4.39
H -2.04 0.72 -3.00
H -2.90 2.35 -4.50
H -3.36 0.82 -5.23
H -2.30 2.02 -6.84
C -4.07 -0.90 -2.18
C -3.48 -1.30 -0.85
O -4.43 -1.06 0.18
H -5.01 -1.44 -2.33
H -3.45 -1.17 -3.03
H -4.33 0.16 -2.21
H -2.57 -0.71 -0.66
H -3.19 -2.36 -0.87
H -4.04 -1.44 0.99
C 5.55 -0.32 0.22
C 6.23 0.74 1.07
O 7.23 0.13 1.90
H 5.18 -1.07 0.92
H 6.22 -0.74 -0.53
H 4.75 0.17 -0.35
H 5.49 1.23 1.71
H 6.73 1.50 0.46
H 8.00 0.70 1.91
C -2.86 2.00 5.12
C -2.74 1.64 3.65
O -1.62 0.75 3.45
H -2.94 1.14 5.78
H -3.68 2.69 5.32
H -1.95 2.51 5.47
H -2.54 2.57 3.12
H -3.63 1.16 3.25
H -0.90 1.28 3.07
C 2.40 2.32 2.34
C 1.45 3.47 2.53
O 0.16 2.95 2.90
H 2.29 1.69 3.23
H 3.44 2.55 2.17
H 2.00 1.68 1.54
H 1.41 4.14 1.66
H 1.78 4.12 3.35
H -0.32 3.67 3.32
C 0.17 -4.04 -2.45
C -0.12 -3.09 -3.61
O 1.00 -2.28 -3.91
H -0.75 -4.56 -2.15
H 0.51 -3.47 -1.59
H 0.95 -4.77 -2.67
H -0.96 -2.44 -3.32
H -0.44 -3.65 -4.49
H 0.98 -1.54 -3.28
C 0.36 -0.85 0.19
C 1.43 -0.35 -0.76
O 0.97 -0.15 -2.09
H 0.77 -0.74 1.21
H 0.08 -1.89 0.07
H -0.50 -0.18 0.23
H 2.20 -1.13 -0.76
H 1.84 0.60 -0.41
H 0.84 0.79 -2.26
O -2.62 -1.61 2.34
H -2.23 -0.76 2.63
H -1.84 -2.14 2.09
O -0.76 -3.77 1.97
H -0.16 -3.40 2.64
H -0.30 -4.55 1.63
O 1.07 2.67 -2.53
H 0.71 3.08 -3.32
H 1.70 3.30 -2.18
O 0.31 -1.70 3.87
H 0.96 -1.48 4.54
H -0.22 -0.89 3.75

Calculated values
2S+1	1
E	-37850.23162	eV
SMILES	CCO.CCO.CCO.CCO.CCO.CCO.CCO.O.O.O.O
frontier orbital gap	9.190	eV
energy relative to the best compared isomer or geometry (same formula, charge and spin)	48.64	kJ/mol

Let us look at the Mulliken charges, expressed in e, one per atom: atom 1 (C): -0.591, atom 2 (C): -0.515, atom 3 (O): -0.528, atom 4 (H): 0.178, atom 5 (H): 0.127, atom 6 (H): 0.355, atom 7 (H): 0.317, atom 8 (H): 0.306, atom 9 (H): 0.300, atom 10 (C): -1.373, atom 11 (C): 0.685, atom 12 (O): -0.589, atom 13 (H): 0.419, atom 14 (H): 0.281, atom 15 (H): 0.308, atom 16 (H): -0.264, atom 17 (H): 0.228, atom 18 (H): 0.342, atom 19 (C): -0.828, atom 20 (C): -0.114, atom 21 (O): -0.537, atom 22 (H): 0.294, atom 23 (H): 0.321, atom 24 (H): 0.167, atom 25 (H): 0.082, atom 26 (H): 0.336, atom 27 (H): 0.310, atom 28 (C): -1.145, atom 29 (C): -0.183, atom 30 (O): -0.451, atom 31 (H): 0.316, atom 32 (H): 0.382, atom 33 (H): 0.251, atom 34 (H): 0.227, atom 35 (H): 0.280, atom 36 (H): 0.324, atom 37 (C): -0.555, atom 38 (C): -0.392, atom 39 (O): -0.476, atom 40 (H): 0.270, atom 41 (H): 0.325, atom 42 (H): -0.141, atom 43 (H): 0.301, atom 44 (H): 0.367, atom 45 (H): 0.209, atom 46 (C): -0.822, atom 47 (C): 0.197, atom 48 (O): -0.572, atom 49 (H): 0.314, atom 50 (H): 0.019, atom 51 (H): 0.323, atom 52 (H): -0.215, atom 53 (H): 0.366, atom 54 (H): 0.391, atom 55 (C): -0.339, atom 56 (C): -0.151, atom 57 (O): -0.295, atom 58 (H): 0.269, atom 59 (H): 0.249, atom 60 (H): 0.061, atom 61 (H): 0.218, atom 62 (H): 0.022, atom 63 (H): 0.137, atom 64 (O): -0.703, atom 65 (H): 0.440, atom 66 (H): 0.308, atom 67 (O): -0.667, atom 68 (H): 0.288, atom 69 (H): 0.292, atom 70 (O): -0.565, atom 71 (H): 0.275, atom 72 (H): 0.245, atom 73 (O): -0.584, atom 74 (H): 0.287, atom 75 (H): 0.293